Here is a cluster of 5 separate species, C33H63NO2 in total in a non-equilibrium geometry from the OMol25 dataset. Energies are from the ωB97M-V functional and the def2-TZVPD basis.

Calculated values
Structure (SMILES)   CN1C(=O)c2ccccc2C1=O.CCCCCC.CCCCCC.CCCCCC.CCCCCC
E   -40829.153 eV
HOMO   -0.374 Eh
Frontier orbital gap   9.848 eV

Last column: Löwdin charge in e.
Element x y z (Å)
C: -2.508 -2.319 5.551  -0.011
N: -3.353 -1.802 4.441  0.002
C: -4.323 -0.825 4.818  -0.386
O: -4.108 0.341 4.941  0.150
C: -5.643 -1.504 4.956  -0.088
C: -6.850 -1.020 5.438  0.015
C: -7.918 -1.913 5.478  -0.055
C: -7.775 -3.231 5.050  -0.055
C: -6.561 -3.700 4.549  0.017
C: -5.506 -2.801 4.512  -0.091
C: -4.114 -2.965 4.024  -0.402
O: -3.687 -3.878 3.390  0.149
H: -1.903 -3.123 5.151  0.090
H: -3.116 -2.731 6.360  0.100
H: -1.836 -1.557 5.927  0.093
H: -6.939 0.006 5.763  0.122
H: -8.871 -1.569 5.850  0.106
H: -8.606 -3.917 5.102  0.106
H: -6.429 -4.712 4.199  0.122
C: -3.582 -1.422 1.046  -0.103
C: -2.140 -0.936 0.963  -0.256
C: -2.001 0.579 1.106  -0.219
C: -2.701 1.395 0.019  -0.222
C: -2.258 1.088 -1.410  -0.259
C: -0.783 1.385 -1.660  -0.110
H: -4.195 -1.018 0.239  0.070
H: -3.621 -2.510 0.978  0.070
H: -4.029 -1.131 1.996  0.055
H: -1.694 -1.273 0.023  0.099
H: -1.564 -1.412 1.761  0.102
H: -0.938 0.836 1.129  0.102
H: -2.403 0.880 2.079  0.108
H: -2.528 2.458 0.220  0.088
H: -3.783 1.250 0.092  0.104
H: -2.859 1.692 -2.096  0.104
H: -2.471 0.045 -1.658  0.099
H: -0.561 2.435 -1.455  0.060
H: -0.521 1.185 -2.701  0.068
H: -0.133 0.771 -1.034  0.067
C: -1.599 8.761 -2.286  -0.113
C: -1.143 8.375 -0.881  -0.271
C: -0.479 7.001 -0.812  -0.228
C: -1.379 5.831 -1.214  -0.227
C: -2.666 5.699 -0.402  -0.268
C: -2.424 5.447 1.083  -0.110
H: -2.355 8.073 -2.668  0.064
H: -2.035 9.761 -2.289  0.068
H: -0.758 8.760 -2.981  0.074
H: -1.994 8.418 -0.196  0.097
H: -0.429 9.122 -0.525  0.103
H: -0.102 6.840 0.201  0.101
H: 0.401 7.000 -1.463  0.109
H: -0.804 4.904 -1.118  0.095
H: -1.635 5.915 -2.274  0.102
H: -3.246 4.866 -0.810  0.098
H: -3.287 6.591 -0.527  0.099
H: -1.838 4.537 1.231  0.064
H: -3.371 5.325 1.610  0.072
H: -1.891 6.275 1.554  0.066
C: 6.127 -0.875 -2.869  -0.124
C: 5.933 0.627 -2.691  -0.268
C: 4.996 0.982 -1.538  -0.227
C: 3.567 0.456 -1.686  -0.226
C: 2.841 0.909 -2.952  -0.268
C: 2.655 2.421 -3.037  -0.109
H: 5.187 -1.375 -3.110  0.060
H: 6.827 -1.084 -3.680  0.072
H: 6.527 -1.326 -1.957  0.075
H: 5.564 1.060 -3.625  0.099
H: 6.905 1.091 -2.504  0.104
H: 4.976 2.069 -1.419  0.101
H: 5.415 0.587 -0.607  0.109
H: 2.988 0.775 -0.813  0.108
H: 3.575 -0.638 -1.655  0.095
H: 1.858 0.433 -2.972  0.089
H: 3.370 0.553 -3.841  0.099
H: 2.093 2.791 -2.177  0.067
H: 2.102 2.687 -3.939  0.071
H: 3.611 2.946 -3.071  0.065
C: 3.148 -7.479 -0.442  -0.112
C: 4.605 -7.035 -0.534  -0.271
C: 4.792 -5.526 -0.387  -0.229
C: 4.108 -4.685 -1.466  -0.228
C: 4.530 -5.008 -2.898  -0.266
C: 6.012 -4.765 -3.163  -0.103
H: 2.543 -7.050 -1.242  0.065
H: 3.069 -8.564 -0.518  0.068
H: 2.709 -7.178 0.512  0.074
H: 5.032 -7.378 -1.480  0.097
H: 5.175 -7.532 0.255  0.103
H: 5.862 -5.302 -0.373  0.101
H: 4.408 -5.214 0.590  0.109
H: 4.317 -3.629 -1.265  0.101
H: 3.023 -4.796 -1.383  0.102
H: 3.943 -4.384 -3.578  0.103
H: 4.277 -6.043 -3.144  0.097
H: 6.277 -3.725 -2.960  0.051
H: 6.257 -4.974 -4.205  0.071
H: 6.646 -5.402 -2.544  0.067